Entry 1:
DFT (ωB97M-V/def2-TZVPD) results for C28H46BrN3P2PbS as an isolated structure.

As for the spin multiplicity: 1. The total charge is +4. Its LUMO energy (spin up / spin down) is -0.436 / -0.487 Eh. The value obtained for the HOMO energy (spin up / spin down) is -0.6657 / -0.6655 hartree. The value obtained for the HOMO-LUMO gap (spin up / spin down) is 6.249 / 4.856 eV.

```
82
Properties=species:S:1:pos:R:3:lowdin_charge:R:1
N -5.20150 -7.96227 -3.45335 0.305
C -5.60156 -7.67828 -2.20677 0.006
C -5.15308 -6.52488 -1.53399 0.053
C -4.22751 -5.64651 -2.15563 -0.155
C -3.75062 -6.06074 -3.42390 0.042
C -4.28331 -7.20305 -4.05698 0.006
C -3.68292 -4.45628 -1.48785 -0.001
Pb -2.58200 -0.39094 0.71274 1.311
P 0.06862 5.47950 -0.40860 1.203
C -2.82463 -3.58822 -2.09300 -0.016
C -1.91005 -2.67398 -1.45186 -0.261
C -1.31397 -1.60365 -2.14636 -0.007
C -0.54810 -0.67157 -1.48221 -0.262
C 0.18908 -1.09640 -0.33780 -0.460
C -0.43904 -2.13393 0.42908 -0.284
C -1.48605 -2.90639 -0.12527 -0.111
Br -0.31754 1.55746 0.53317 0.197
H -3.99424 -4.33582 -0.44976 0.127
H -2.73796 -3.65963 -3.17836 0.125
H -5.53172 -6.31938 -0.53432 0.141
H -2.95555 -5.49542 -3.90282 0.124
H -6.32576 -8.37004 -1.74697 0.170
H -3.96181 -7.44031 -5.08038 0.166
H -1.37589 -1.61134 -3.23662 0.153
H -1.78301 -3.85035 0.36048 0.148
H -0.45479 0.31970 -1.92559 0.091
H -0.00479 -2.51838 1.37446 0.086
P 2.00635 -0.63004 -0.23048 1.074
C -1.45759 4.66362 0.15582 -0.436
C -2.55931 5.68925 -0.07944 -0.142
H -1.32429 4.38539 1.20802 0.073
H -1.57134 3.74124 -0.42809 0.012
H -3.45898 5.43194 0.47724 0.086
H -2.21475 6.67946 0.23707 0.075
H -2.79793 5.74330 -1.14419 0.086
C 0.39125 4.59623 -1.97958 -0.369
C 1.23744 5.52009 -2.83137 -0.139
H -0.56942 4.35160 -2.44619 0.098
H 0.89045 3.66398 -1.69821 0.062
H 1.24517 5.19862 -3.86782 0.088
H 0.85521 6.54125 -2.80445 0.081
H 2.26360 5.53846 -2.47026 0.080
C 1.45121 4.93261 0.63218 -0.376
C 1.85326 5.86751 1.78098 -0.121
H 2.29585 4.78898 -0.05922 0.093
H 1.10845 3.95365 1.01179 0.035
H 2.64949 5.37061 2.34944 0.086
H 2.23845 6.85010 1.46956 0.094
H 1.00175 6.03156 2.45097 0.079
C 3.54258 -0.32168 0.86979 -0.261
C 4.73219 -1.23416 0.58740 -0.096
H 3.21900 -0.34706 1.91895 0.081
H 3.84440 0.71733 0.66915 0.092
H 4.62052 -2.23489 1.01296 0.078
H 4.84799 -1.34218 -0.49310 0.078
H 5.67953 -0.81875 0.94795 0.112
C 2.33858 0.59645 -1.56774 -0.337
C 2.16740 0.06490 -2.96742 -0.107
H 3.35937 0.97550 -1.39965 0.105
H 1.66697 1.43816 -1.35770 0.020
H 2.83192 -0.78339 -3.14435 0.086
H 1.13820 -0.22579 -3.18420 0.059
H 2.45078 0.85078 -3.67202 0.102
C 2.42360 -2.27853 -0.89064 -0.323
C 2.31605 -3.23565 0.27461 -0.122
H 3.40247 -2.24240 -1.36472 0.093
H 1.68571 -2.48470 -1.66762 0.100
H 1.64604 -4.06436 0.04666 0.096
H 3.28531 -3.66576 0.50850 0.089
H 1.95634 -2.77485 1.20222 0.067
S -0.94676 -0.57616 3.07479 0.504
C -0.10495 0.39641 4.22490 -0.726
N -0.67723 1.43384 4.87791 0.028
C -0.04245 1.79443 6.12422 -0.113
C 1.20149 0.89827 6.15256 -0.097
N 1.05798 0.13927 4.89425 0.039
H -1.60203 1.71438 4.62192 0.140
H -0.68198 1.55467 6.97685 0.137
H 0.21468 2.85253 6.17671 0.131
H 1.16403 0.23890 7.04111 0.139
H 2.16183 1.44204 6.18273 0.135
H 1.75584 -0.54586 4.59772 0.153
```

---

Entry 2:
DFT (ωB97M-V/def2-TZVPD) results for H14O7Tl as an isolated structure.

As for the spin multiplicity: 2. The total charge is +2. Its LUMO energy (spin up / spin down) is -0.263 / -0.482 Eh. The value obtained for the HOMO energy (spin up / spin down) is -0.6921 / -0.6899 hartree. The value obtained for the HOMO-LUMO gap (spin up / spin down) is 11.684 / 5.669 eV.

```
22
Properties=species:S:1:pos:R:3:nbo_charge:R:1
Tl 0.17355 0.01950 0.16539 1.590
O -1.14279 0.79261 -2.39207 -0.965
H -0.66080 1.13995 -3.14259 0.497
H -2.05758 0.79188 -2.67383 0.509
O 1.62206 -0.56139 -2.31019 -0.951
H 1.41149 -0.23316 -3.18435 0.501
H 2.44349 -1.03927 -2.42470 0.510
O 1.81275 -0.70133 2.54538 -0.956
H 1.43452 -1.08199 3.33802 0.491
H 2.74557 -0.61525 2.74204 0.510
O -0.87534 -2.25191 -1.34488 -0.951
H -0.66541 -3.11712 -1.69642 0.513
H -1.67338 -1.99285 -1.80559 0.497
O 0.87646 2.40999 1.70233 -0.952
H 1.45654 2.64423 2.42680 0.512
H 0.50073 3.24279 1.41683 0.499
O -0.66294 -2.07734 2.03804 -0.933
H -0.92830 -2.98265 1.87607 0.513
H -0.32188 -2.08357 2.93239 0.490
O -1.73288 2.18845 -0.03847 -0.936
H -2.34003 2.68478 0.51039 0.513
H -1.41577 2.82358 -0.68057 0.499
```

---

Entry 3:
DFT (ωB97M-V/def2-TZVPD) results for a 9-piece molecular cluster, C14H55B2N3O7 overall.

As for the spin multiplicity: 2. The total charge is +1. Its LUMO energy (spin up / spin down) is -0.078 / -0.304 Eh. The value obtained for the HOMO energy (spin up / spin down) is -0.4198 / -0.4198 hartree. The value obtained for the HOMO-LUMO gap (spin up / spin down) is 9.310 / 3.151 eV.

```
81
Properties=species:S:1:pos:R:3:lowdin_charge:R:1
O 2.36495 -0.79032 -3.11946 0.218
H 2.12506 -1.54386 -2.57519 0.003
H 1.57334 -0.27544 -3.29222 -0.024
H 2.97484 -0.22662 -2.63791 0.164
O -0.08501 0.00403 0.04466 0.236
H -0.71867 0.69772 -0.15251 0.092
H 0.71685 0.35767 0.43652 0.080
H 0.11581 -0.47709 -0.76143 0.062
B 1.73842 -2.30284 -1.02909 -0.339
H 1.42061 -3.06869 -0.33864 -0.015
H 1.97875 -2.82239 -1.94372 0.001
H 0.89449 -1.64750 -1.17927 -0.041
H 2.57142 -1.75400 -0.61784 0.002
B 0.19158 0.72734 -3.54751 -0.377
H -0.20256 0.28472 -2.64585 -0.056
H 1.14372 1.13955 -3.25130 -0.039
H 0.38857 0.00556 -4.32499 -0.027
H -0.31997 1.60645 -3.90768 -0.021
C 1.69401 -2.55808 2.62589 -0.174
O 0.71765 -2.23487 1.73072 -0.163
H 1.53786 -2.13015 3.61614 0.085
H 1.70749 -3.64292 2.73092 0.085
H 2.72856 -2.25207 2.47038 0.079
H 0.96604 -2.35034 0.81062 -0.022
C -1.84578 -0.89693 2.72918 -0.152
O -2.05204 -1.78187 1.62884 -0.133
H -0.92157 -0.94937 3.30466 0.072
H -1.94887 0.18218 2.61512 0.067
H -2.72613 -1.07603 3.34644 0.079
H -1.24402 -2.27073 1.45648 0.021
C 0.12860 4.68474 0.19161 -0.017
C -0.42244 3.24968 -0.26675 -0.370
C -1.90676 3.14096 -0.89944 -0.108
O -2.17388 1.70542 -0.90262 -0.210
C -3.33949 1.63147 -1.55503 -0.163
N 0.56885 2.73000 -1.17087 0.037
H 0.64949 5.10142 -0.67045 0.069
H 0.79310 4.73546 1.05414 0.043
H -0.72439 5.36044 0.25445 0.072
H -0.37245 2.62196 0.62295 0.095
H -1.89139 3.50350 -1.92727 0.132
H -2.56023 3.72060 -0.24744 0.129
H -4.17596 1.98178 -0.95030 0.105
H -3.36683 0.56369 -1.77230 0.090
H -3.36431 2.15229 -2.51222 0.102
H 0.03022 2.29070 -1.90367 0.006
H 1.12414 3.49334 -1.53013 0.074
C -3.48873 -2.64523 -3.40102 0.004
C -2.24485 -3.02208 -2.51943 -0.376
C -2.52418 -3.79418 -1.30383 -0.112
O -1.36893 -4.10232 -0.43917 -0.038
C -1.48904 -5.17031 0.48286 -0.010
N -1.35085 -3.82219 -3.36397 0.210
H -4.05661 -1.89966 -2.84447 0.085
H -4.13592 -3.50982 -3.54841 0.092
H -3.20625 -2.22765 -4.36743 0.097
H -1.65170 -2.12111 -2.36283 0.147
H -2.92209 -4.79225 -1.48720 0.148
H -3.20807 -3.16282 -0.73657 0.158
H -1.15477 -6.06952 -0.03462 0.124
H -2.51660 -5.39855 0.76594 0.117
H -0.79658 -4.97795 1.30236 0.112
H -1.12422 -3.25598 -4.16904 0.116
H -1.91657 -4.54968 -3.77727 0.115
C 3.64315 1.13759 3.42762 -0.052
C 2.25972 1.47512 2.91704 -0.375
C 1.92807 3.02035 2.92168 -0.209
O 2.42179 3.67497 4.06820 -0.160
C 2.05439 5.04602 3.95530 -0.098
N 2.22702 1.00738 1.51451 0.038
H 3.80752 1.49159 4.44535 0.086
H 4.32805 1.64063 2.74501 0.091
H 3.83744 0.06538 3.40105 0.074
H 1.50385 0.86942 3.41692 0.132
H 0.88917 3.18461 2.63566 0.107
H 2.49170 3.42009 2.07869 0.114
H 2.58743 5.67819 4.66546 0.096
H 0.96858 5.07848 4.04503 0.091
H 2.25370 5.50265 2.98584 0.078
H 2.88484 1.54230 0.96566 0.087
H 2.58759 0.06610 1.57833 0.062
```

---

Entry 4:
DFT (ωB97M-V/def2-TZVPD) results for C3H6Cl2O2 as an isolated structure.

As for the spin multiplicity: 1. Its LUMO energy is 0.019 Eh. The value obtained for the HOMO energy is -0.3463 hartree. The value obtained for the HOMO-LUMO gap is 9.944 eV.

```
13
Properties=species:S:1:pos:R:3:nbo_charge:R:1
C -0.82743 -0.31097 1.20686 -0.706
C 1.11639 -0.34742 -0.85904 0.128
C -0.53995 0.30283 -0.11567 0.295
O 1.96073 0.67005 -1.02525 -0.689
O -1.39665 0.13902 -1.13744 -0.704
Cl 1.69566 -1.66604 0.28070 -0.104
Cl -0.04688 2.06631 0.09208 -0.140
H -1.74482 0.06351 1.67501 0.223
H 0.13820 0.01217 1.77483 0.258
H -1.07634 -1.43887 1.03475 0.240
H 0.72282 -0.62979 -1.87657 0.214
H 2.38595 1.08603 -0.25185 0.503
H -2.38769 0.05317 -0.79840 0.482
```